Entry 1:
This record from the OMol25 dataset describes C38H54GaN3P3Si as an isolated structure. The level of theory is the ωB97M-V functional and the def2-TZVPD basis.

Computed properties:
Total charge: +1
Electronic energy, eV: -132870.003

Last column: Löwdin charge in e.
Atoms and positions in Å:
Ga: -0.270207 0.301905 0.698281  0.229
C: -4.907293 -0.827515 2.805021  -0.097
C: -3.384540 -0.944069 2.692279  -0.518
C: -2.722958 -0.202742 3.863756  -0.115
P: -2.641241 -0.381739 1.091454  1.035
C: -3.754908 0.946978 0.441065  -0.508
C: -3.775183 2.193624 1.329173  -0.088
C: -3.404786 1.338493 -0.992422  -0.098
C: -2.820841 -1.737526 -0.128647  -0.359
C: -3.811516 -2.705004 0.039287  -0.072
C: -3.960856 -3.739431 -0.871874  -0.054
C: -3.112064 -3.828413 -1.964728  -0.056
C: -2.109797 -2.884608 -2.129896  -0.082
C: -1.941415 -1.826726 -1.232596  -0.287
Si: -0.465261 -0.669531 -1.403455  0.581
C: 1.145155 -1.661682 -1.430116  -0.288
C: 1.665353 -2.094911 -2.651725  -0.093
C: 2.926078 -2.667623 -2.743755  -0.055
C: 3.707835 -2.795311 -1.606542  -0.052
C: 3.210767 -2.390322 -0.377324  -0.078
C: 1.935863 -1.837896 -0.276357  -0.360
P: 1.176358 -1.468719 1.340395  1.028
C: 2.366501 -1.109632 2.695326  -0.512
C: 3.212656 -2.256628 3.249701  -0.085
C: 3.229050 0.097211 2.317271  -0.099
C: 0.203303 -2.991329 1.724546  -0.502
C: -0.302337 -2.973636 3.167666  -0.091
C: 0.927349 -4.293894 1.385808  -0.078
C: -0.497257 0.571366 -2.793825  -0.300
C: -1.382693 0.447850 -3.866013  -0.094
C: -1.499486 1.451976 -4.814824  -0.063
C: -0.726528 2.596903 -4.700761  -0.054
C: 0.170992 2.728135 -3.651384  -0.099
C: 0.304201 1.728826 -2.688887  -0.364
P: 1.546514 1.820695 -1.336578  1.072
C: 3.057338 1.243147 -2.279618  -0.517
C: 4.315662 1.169954 -1.417810  -0.110
C: 3.352835 2.000085 -3.573268  -0.096
C: 1.790180 3.622854 -0.979662  -0.528
C: 2.650472 3.747660 0.285642  -0.115
C: 0.444919 4.322174 -0.747369  -0.104
H: -5.229529 -1.270548 3.748583  0.092
H: -5.450002 -1.324979 2.002635  0.065
H: -5.219929 0.215678 2.816483  0.075
H: -3.097403 -1.999217 2.748180  0.096
H: -3.048145 0.836390 3.907887  0.072
H: -1.634143 -0.194975 3.800240  0.046
H: -3.006559 -0.675687 4.804907  0.092
H: -4.746911 0.484256 0.441765  0.112
H: -2.843835 2.753710 1.235402  0.065
H: -3.931848 1.974691 2.382823  0.055
H: -4.587278 2.846214 1.005438  0.094
H: -2.406960 1.781031 -1.053975  0.065
H: -4.112251 2.093730 -1.339316  0.096
H: -3.452009 0.495841 -1.681578  0.071
H: -4.477264 -2.668031 0.890126  0.088
H: -4.739738 -4.475720 -0.723264  0.114
H: -3.222110 -4.635338 -2.677095  0.113
H: -1.431772 -2.983078 -2.971231  0.106
H: 1.090578 -1.945484 -3.560123  0.112
H: 3.305707 -2.992115 -3.703900  0.115
H: 4.701980 -3.217491 -1.672055  0.115
H: 3.825558 -2.514774 0.502702  0.093
H: 1.673425 -0.794913 3.485351  0.112
H: 3.928558 -2.638849 2.523894  0.069
H: 2.610793 -3.090625 3.605653  0.058
H: 3.786284 -1.879913 4.098047  0.092
H: 3.987497 -0.186456 1.588693  0.067
H: 3.743796 0.470213 3.203182  0.094
H: 2.643160 0.919671 1.896041  0.050
H: -0.657715 -2.900665 1.052479  0.089
H: 0.500976 -3.172473 3.878102  0.076
H: -1.053438 -3.753664 3.300855  0.094
H: -0.757835 -2.019493 3.434695  0.044
H: 1.851447 -4.409158 1.952353  0.074
H: 1.167277 -4.362709 0.325558  0.077
H: 0.277141 -5.133329 1.638837  0.091
H: -2.008406 -0.434642 -3.950866  0.101
H: -2.195393 1.344933 -5.636747  0.111
H: -0.815269 3.386822 -5.435283  0.113
H: 0.787433 3.616410 -3.593440  0.107
H: 2.776048 0.217086 -2.537078  0.078
H: 4.695966 2.162196 -1.174936  0.070
H: 5.101255 0.652356 -1.971854  0.084
H: 4.142432 0.625086 -0.490830  0.045
H: 3.573713 3.052402 -3.383381  0.078
H: 2.535085 1.943043 -4.288952  0.065
H: 4.237297 1.567812 -4.046515  0.085
H: 2.318671 4.094762 -1.811927  0.101
H: 2.105447 3.365807 1.150938  0.047
H: 2.875020 4.795010 0.486288  0.086
H: 3.591092 3.199783 0.218923  0.052
H: -0.232483 3.692110 -0.164235  0.050
H: -0.066676 4.573692 -1.674835  0.066
H: 0.600291 5.241826 -0.181277  0.079
N: -0.326830 1.864198 1.735350  0.091
C: -0.322723 2.817281 2.424324  -0.314
N: -0.437600 3.801027 3.199726  0.118
C: 0.304630 4.895185 2.967315  -0.361
N: 0.925289 5.853121 2.803685  0.134

Force components x, y, z for each atom (eV/Å):
Ga -0.5 0.1 0.1
C 0.0 0.0 0.0
C 0.1 0.0 0.0
C 0.0 0.0 0.0
P -0.1 0.0 0.0
C 0.0 0.0 0.0
C 0.0 0.0 0.0
C 0.0 0.0 0.0
C 0.0 0.0 0.0
C 0.0 0.0 0.0
C 0.0 0.0 0.0
C 0.0 0.0 0.0
C 0.0 0.0 0.0
C 0.0 0.0 0.0
Si 0.1 0.1 0.0
C 0.1 0.0 0.0
C 0.0 0.0 0.0
C 0.0 0.0 0.0
C 0.0 0.0 0.0
C 0.0 0.0 0.1
C 0.0 0.0 0.0
P 0.2 -0.2 0.0
C 0.0 0.0 0.0
C 0.0 0.0 0.0
C 0.0 0.0 0.0
C 0.0 0.0 0.0
C 0.0 0.0 0.0
C 0.0 0.0 0.0
C 0.0 0.0 0.0
C 0.0 0.0 0.0
C 0.0 0.0 0.0
C 0.0 0.0 0.0
C 0.0 0.0 0.0
C 0.0 -0.1 -0.1
P 0.2 0.0 0.0
C -0.1 0.1 0.0
C 0.0 0.0 0.0
C 0.0 0.0 0.0
C 0.0 0.0 0.1
C 0.0 -0.1 0.0
C 0.0 0.0 -0.1
H 0.0 0.0 0.0
H 0.0 0.0 0.0
H 0.0 0.0 0.0
H 0.0 0.0 0.0
H 0.0 0.0 0.0
H 0.0 0.0 0.0
H 0.0 0.0 0.0
H 0.0 0.0 0.0
H 0.0 0.0 0.0
H 0.0 0.0 0.0
H 0.0 0.0 0.0
H 0.0 0.0 0.0
H 0.0 0.0 0.0
H 0.0 0.0 0.0
H 0.0 0.0 0.0
H 0.0 0.0 0.0
H 0.0 0.0 0.0
H 0.0 0.0 0.0
H 0.0 0.0 0.0
H 0.0 0.0 0.0
H 0.0 0.0 0.0
H 0.0 0.0 0.0
H 0.0 0.0 0.0
H 0.0 0.0 0.0
H 0.0 0.0 0.0
H 0.0 0.0 0.0
H 0.0 0.0 0.0
H 0.0 0.0 0.0
H 0.0 0.0 0.0
H 0.0 0.0 0.0
H 0.0 0.0 0.0
H 0.0 0.0 0.0
H 0.0 0.0 0.0
H 0.0 0.0 0.0
H 0.0 0.0 0.0
H 0.0 0.0 0.0
H 0.0 0.0 0.0
H 0.0 0.0 0.0
H 0.0 0.0 0.0
H 0.0 0.0 0.0
H 0.0 0.0 0.0
H 0.0 0.0 0.0
H 0.0 0.0 0.0
H 0.0 0.0 0.1
H 0.0 0.0 0.0
H 0.0 0.0 0.0
H 0.0 0.0 0.0
H 0.0 0.0 0.0
H 0.0 0.0 0.0
H 0.0 0.0 0.0
H 0.0 0.1 0.0
H 0.0 0.0 0.0
H 0.0 0.0 0.0
H 0.0 0.0 0.0
N 0.3 0.0 0.1
C -0.2 0.1 0.1
N 0.3 0.0 -0.3
C -0.1 -0.1 0.1
N 0.0 0.0 0.0

=====

Entry 2:
This record from the OMol25 dataset describes C26H43BrIN7O3P2S as an isolated structure. The level of theory is the ωB97M-V functional and the def2-TZVPD basis.

Computed properties:
Electronic energy, eV: -151782.852

Last column: Löwdin charge in e.
Atoms and positions in Å:
C: 0.433114 1.867010 3.211527  0.125
C: -0.031970 0.930348 2.603376  -0.110
C: -0.261752 -0.448479 2.106923  -0.237
C: -1.181790 -1.351371 2.696611  -0.111
C: -1.296707 -2.647052 2.145400  -0.689
I: -2.719207 -3.926596 3.114538  0.840
C: -0.505827 -3.065621 1.033889  -0.600
Br: -0.727275 -4.882726 0.417168  0.709
C: 0.410881 -2.166718 0.410833  -0.270
C: 0.488680 -0.862966 0.979644  -0.372
S: 1.653369 0.261317 0.172639  1.011
C: 2.987440 -0.901621 -0.219308  -0.423
C: 4.334159 -0.529561 -0.098463  -0.110
C: 5.355327 -1.470443 -0.381617  -0.078
C: 4.964544 -2.753619 -0.812203  -0.012
C: 3.601058 -3.120646 -0.935571  -0.230
O: 3.251320 -4.408623 -1.374967  0.012
C: 2.554722 -2.197982 -0.624597  -0.182
N: 1.172822 -2.576658 -0.724875  0.092
H: 0.894690 2.660587 3.790761  0.045
H: -1.775255 -0.992747 3.548140  0.111
H: 4.577671 0.487900 0.250049  0.110
H: 6.396458 -1.147589 -0.252497  0.108
H: 5.741366 -3.492704 -1.057716  0.117
H: 2.835695 -4.813779 -0.595103  0.102
H: 1.147811 -3.598862 -0.746968  0.046
O: -6.013868 0.353180 3.916177  -0.300
P: -7.432548 -0.056322 3.568079  0.723
N: -7.780606 -0.711990 5.124189  -0.324
C: -8.405286 -1.979329 5.446908  -0.132
C: -7.785392 0.222779 6.243628  -0.142
N: -6.971952 -1.302269 2.472146  -0.335
C: -7.367051 -2.693014 2.560365  -0.142
C: -5.644000 -1.216142 1.874803  -0.149
N: -9.097097 -0.296026 3.038328  -0.273
C: -9.294440 0.074107 1.612062  -0.131
C: -10.094512 0.503284 3.785282  -0.132
H: -9.390207 -2.110961 4.981726  0.072
H: -8.558185 -2.092421 6.521651  0.078
H: -7.767951 -2.818374 5.165100  0.062
H: -8.741031 0.757628 6.331111  0.063
H: -7.001059 0.973705 6.128749  0.069
H: -7.586916 -0.279891 7.192162  0.078
H: -6.735254 -3.250101 3.262884  0.076
H: -7.276705 -3.178380 1.582065  0.079
H: -8.412201 -2.812631 2.842997  0.068
H: -4.866734 -1.566238 2.562346  0.036
H: -5.415092 -0.192918 1.581551  0.072
H: -5.587993 -1.814725 0.960723  0.080
H: -9.056235 1.127771 1.434249  0.083
H: -10.328726 -0.106531 1.312161  0.080
H: -8.679503 -0.525451 0.945600  0.071
H: -9.822390 1.561554 3.821603  0.087
H: -10.218300 0.140940 4.804996  0.063
H: -11.080922 0.415836 3.327403  0.082
O: 6.029277 0.675286 -2.726008  -0.297
P: 6.304636 1.493893 -3.972152  0.730
N: 7.755274 2.202959 -3.364966  -0.323
C: 8.159566 3.594616 -3.398299  -0.132
C: 8.867593 1.297118 -3.102413  -0.142
N: 4.975388 2.566791 -3.749421  -0.333
C: 5.059875 4.010194 -3.663344  -0.144
C: 3.863783 2.099293 -2.927017  -0.140
N: 6.548178 2.226783 -5.556563  -0.272
C: 5.418097 1.955047 -6.483881  -0.130
C: 7.754825 1.749031 -6.269145  -0.131
H: 8.171319 4.021054 -4.409032  0.072
H: 9.165249 3.732984 -2.997361  0.078
H: 7.518831 4.208724 -2.764643  0.061
H: 9.440173 1.071218 -4.012266  0.063
H: 8.510891 0.347414 -2.697967  0.067
H: 9.554986 1.704329 -2.358324  0.078
H: 5.333505 4.340800 -2.654059  0.080
H: 4.092797 4.464310 -3.906376  0.079
H: 5.761419 4.430610 -4.382659  0.067
H: 4.083998 2.189750 -1.856584  0.076
H: 3.625965 1.059851 -3.147150  0.073
H: 2.956800 2.672231 -3.139960  0.081
H: 5.285318 0.881347 -6.650823  0.084
H: 5.591417 2.440361 -7.446498  0.080
H: 4.478482 2.354798 -6.110933  0.072
H: 7.797251 0.657355 -6.309636  0.088
H: 8.668649 2.115508 -5.803187  0.063
H: 7.778343 2.133668 -7.289770  0.082

Force components x, y, z for each atom (eV/Å):
C -0.1 -0.2 -0.1
C 0.5 -1.1 0.7
C 0.0 0.3 -0.6
C 0.5 0.1 -0.8
C 0.2 0.4 0.1
I 0.7 0.5 -0.4
C -0.4 0.6 0.7
Br 0.4 0.8 0.0
C -1.3 -0.2 1.0
C 0.8 -0.4 -0.7
S 0.1 -0.5 0.2
C -1.1 -0.6 0.0
C 0.1 -0.5 0.1
C -1.4 0.3 -0.1
C -0.1 0.2 0.0
C -0.1 0.9 0.2
O 0.1 0.6 0.9
C 2.1 0.3 -0.3
N 0.8 0.3 1.6
H -0.5 -0.4 -0.6
H 0.2 -0.5 -0.5
H -0.1 -0.7 -0.3
H -0.5 -0.4 -0.3
H -0.6 0.3 0.1
H 0.2 -0.3 -0.4
H -0.3 0.4 -0.5
O -1.4 3.8 -1.1
P 1.8 -7.7 1.8
N -0.3 0.4 1.0
C -0.4 -0.2 -0.4
C 0.3 0.4 -0.2
N 0.2 0.0 -0.6
C -0.6 0.0 -0.3
C 0.2 0.3 0.1
N 0.3 3.4 -0.9
C 0.0 -0.3 -0.5
C -0.2 -0.2 0.6
H 0.0 -0.1 -0.1
H 0.1 0.3 0.0
H -0.1 0.0 -0.2
H 0.0 0.0 0.2
H 0.0 -0.1 -0.1
H 0.0 -0.1 -0.1
H 0.0 0.0 0.0
H 0.1 0.1 0.0
H 0.1 0.1 0.2
H 0.1 0.0 -0.1
H 0.1 0.0 0.2
H -0.2 -0.1 0.1
H -0.2 0.0 -0.1
H 0.0 0.1 0.2
H 0.2 0.0 0.3
H -0.2 0.0 0.0
H 0.3 0.0 0.0
H 0.2 0.0 -0.2
O 0.1 -3.2 -2.7
P -0.1 6.8 4.4
N 1.1 -0.3 0.1
C -0.2 0.3 -0.5
C -0.2 -0.4 0.1
N -0.6 -0.1 -0.1
C 0.0 0.2 -0.6
C 0.1 -0.3 0.1
N -0.5 -3.3 -1.1
C -0.5 0.3 -0.2
C 0.6 0.2 0.1
H -0.1 0.1 0.0
H 0.0 -0.4 0.0
H -0.1 0.0 -0.1
H 0.2 0.0 0.1
H -0.1 0.1 -0.1
H -0.1 0.1 -0.1
H 0.0 0.0 0.0
H -0.1 -0.1 0.1
H 0.2 -0.2 0.1
H -0.1 -0.1 0.0
H 0.1 0.0 0.2
H 0.2 0.2 -0.1
H 0.0 0.1 -0.2
H 0.2 -0.1 0.1
H 0.2 0.0 0.3
H 0.1 0.0 -0.2
H -0.1 0.0 0.2
H -0.3 0.0 0.0

=====

Entry 3:
This record from the OMol25 dataset describes one molecule with the formula C3H6O3S. The level of theory is the ωB97M-V functional and the def2-TZVPD basis.

Computed properties:
Energy above the lowest of the compared OMol25 structures with the same formula, charge and spin, kcal per mole: 36.0
SMILES: CC[C@H]1OS1(=O)=O

Last column: Löwdin charge in e.
Atoms and positions in Å:
C: -1.384165 -0.717452 -0.428937  -0.075
C: -0.806230 0.359800 0.623007  -0.170
C: 0.479350 0.918650 0.023382  -0.291
O: 1.651904 1.023257 0.969241  -0.179
S: 1.846544 -0.102453 -0.157055  0.713
O: 2.847184 0.269488 -1.162314  -0.282
O: 1.705953 -1.479347 0.237821  -0.260
H: -1.155163 -0.401464 -1.439786  0.068
H: -2.486064 -0.808201 -0.349283  0.078
H: -0.975365 -1.694263 -0.248105  0.055
H: -0.717318 -0.151759 1.650114  0.149
H: -1.588015 0.988277 0.858890  0.066
H: 0.581381 1.795473 -0.576972  0.129

Force components x, y, z for each atom (eV/Å):
C -0.5 1.1 1.1
C 0.6 -3.5 -0.4
C -0.3 -0.6 1.2
O 0.8 -1.0 0.3
S 1.1 0.3 -1.5
O -1.6 -0.5 1.8
O 0.2 1.0 0.2
H 0.0 0.0 -0.2
H 0.6 0.2 0.0
H 0.4 -0.3 0.0
H 0.9 0.5 -1.7
H -1.3 2.3 -0.2
H -0.9 0.4 -0.6

=====

Entry 4:
This record from the OMol25 dataset describes one molecule with the formula C6H15N. The level of theory is the ωB97M-V functional and the def2-TZVPD basis.

Computed properties:
Energy above the lowest of the compared OMol25 structures with the same formula, charge and spin, kcal per mole: 20.6
SMILES: CCCNC(C)C

Last column: Löwdin charge in e.
Atoms and positions in Å:
C: 3.206704 -0.050583 0.220573  -0.104
C: 1.686220 -0.251401 0.300341  -0.273
C: 0.962667 0.212363 -0.920733  -0.248
N: -0.452020 -0.198983 -0.951189  -0.066
C: -1.349509 -0.263038 0.190460  -0.492
C: -2.674471 -0.918578 -0.206539  -0.061
C: -1.569679 1.098242 0.870892  -0.067
H: 3.603786 -0.358897 -0.749486  0.070
H: 3.671037 -0.489423 1.093513  0.067
H: 3.394521 1.027928 0.142367  0.072
H: 1.270126 0.331064 1.123825  0.096
H: 1.477712 -1.296925 0.532623  0.111
H: 1.021059 1.304282 -1.046627  0.112
H: 1.342332 -0.203107 -1.860654  0.116
H: -0.931426 -0.246868 -1.837857  0.104
H: -0.845199 -0.890835 0.948979  0.123
H: -2.442793 -1.792859 -0.802278  0.076
H: -3.257283 -0.143321 -0.705271  0.077
H: -3.156314 -1.162202 0.734119  0.074
H: -2.280842 0.992432 1.689223  0.074
H: -2.047063 1.729885 0.108115  0.079
H: -0.629574 1.570822 1.125606  0.058

Force components x, y, z for each atom (eV/Å):
C -0.9 1.2 -0.7
C 0.5 -0.1 0.4
C -1.8 0.1 -1.4
N -0.4 -0.5 0.1
C 1.2 0.1 0.6
C 1.1 1.0 0.7
C -0.8 -0.2 -1.3
H 0.1 -0.8 0.3
H 0.5 0.0 -0.1
H 0.1 0.0 0.6
H 0.2 -0.1 0.3
H -0.2 -0.1 -0.2
H 0.4 0.0 0.3
H 0.5 0.0 0.3
H 0.4 0.2 0.0
H -0.3 -0.1 -0.2
H -0.4 -0.2 -0.2
H -0.3 -0.4 -0.4
H -0.4 -0.3 -0.1
H 0.3 0.2 0.3
H 0.0 0.1 0.2
H 0.1 0.0 0.4

=====

| no. | F_max (eV Å⁻¹) |
| --- | --- |
| 1 | 0.51 |
| 2 | 8.13 |
| 3 | 3.56 |
| 4 | 2.29 |